{
  "formula": "C2H6FN",
  "method": "ωB97M-V/def2-TZVPD",
  "symbols": ["C", "C", "N", "F", "H", "H", "H", "H", "H", "H"],
  "positions_angstrom": [[-0.57, 1.00, -0.33], [0.48, -0.03, 0.03], [0.36, -1.33, -0.30], [1.77, 0.27, -0.06], [-0.53, 1.06, -1.36], [-0.36, 2.01, 0.12], [-1.53, 0.38, 0.07], [0.20, 0.33, 2.17], [-0.69, -1.59, -0.41], [0.89, -2.09, 0.07]],
  "homo_ev": [-7.65, -7.19],
  "e_above_lowest_kj_mol": 372.6,
  "spin_multiplicity": 1,
  "gap_ev": [8.43, 7.73]
}